No. 1
Below is 2 unconnected molecules or ions with the total composition C3H9N4O3S, with properties calculated with ωB97M-V/def2-TZVPD.

Each line ends with the Löwdin charge.
Cartesian coordinates (Å):
S 1.135 -1.969 -1.300  0.9560
O -0.376 -2.000 -1.253  -0.2344
O 1.508 -1.708 -2.611  -0.3299
O 1.598 -0.526 -0.269  -0.1727
N -3.925 -2.454 2.708  0.1258
N 1.734 1.105 -1.901  0.2719
N 1.294 1.704 0.331  0.0746
N -2.062 -2.419 1.160  0.1559
C 1.141 3.111 -0.028  -0.0328
C 1.572 0.761 -0.620  -0.3846
C -2.912 -2.401 1.925  -0.3754
H 1.959 3.424 -0.676  0.0855
H -4.757 -3.134 2.583  0.1854
H 1.811 0.429 -2.579  0.0763
H -0.901 -2.162 -0.387  0.0632
H 0.285 3.247 -0.706  0.1104
H 1.201 3.689 0.861  0.0921
H 1.407 1.523 1.293  0.1432
H -3.724 -2.197 3.637  0.0978
H 2.011 1.978 -2.167  0.0916

Properties
* energy above the lowest of the compared OMol25 structures with the same formula, charge and spin: 32.8 kJ/mol
* charge: +1
* energy: -26187.805 eV
* highest occupied orbital energy: -0.4946 Eh
* F_max: 4.711 eV Å⁻¹



No. 2
Below is a molecular structure, C3H12Si4, with properties calculated with ωB97M-V/def2-TZVPD.

Each line ends with the Löwdin charge.
Cartesian coordinates (Å):
Si 2.216 -0.377 -1.509  0.6841
Si -1.302 2.578 -0.378  0.6638
Si -2.084 -2.015 -0.299  0.6719
Si 1.099 -0.238 2.115  0.5899
C 0.516 -0.022 0.321  -0.5481
C -0.677 0.798 -0.111  -0.4831
C -0.919 -0.489 -0.075  -0.4122
H -1.868 -2.750 1.012  -0.0647
H 3.252 0.549 -1.731  -0.1741
H 1.170 -0.456 -2.693  -0.0819
H -3.518 -1.807 -0.525  -0.0913
H 1.154 -1.792 2.343  -0.0466
H 0.202 0.262 2.989  -0.1248
H 2.538 -1.715 -0.922  -0.1226
H -1.462 -2.712 -1.340  -0.1090
H 2.337 0.364 2.405  -0.1104
H -0.295 3.461 -1.199  -0.0509
H -2.629 2.568 -0.837  -0.1159
H -1.488 2.967 1.048  -0.0741

Properties
* energy above the lowest of the compared OMol25 structures with the same formula, charge and spin: 236.7 kJ/mol
* energy: -34809.354 eV
* highest occupied orbital energy: -0.2764 Eh
* F_max: 5.225 eV Å⁻¹